[1]
Density functional theory data (wB97M-V/def2-TZVPD) for a molecular structure, C24H32N4O3SY at a distorted geometry.

The geometry in ORCA input format:
```
! RIJCOSX wB97M-V def2-TZVPD def2/J DEFGRID3
* xyz 1 1
Y -0.0814 -1.0000 -1.1787
C -3.2915 0.1871 1.7354
O -2.9031 -0.8941 2.5816
C -2.7187 -2.1200 2.0145
C -3.2158 -3.2101 2.7075
C -3.0458 -4.5016 2.2269
C -2.3765 -4.6889 1.0355
C -1.8432 -3.6037 0.3431
C -1.1601 -3.9117 -0.9219
N -0.5207 -3.0559 -1.6240
N -0.0148 -3.4620 -2.8923
C 0.4265 -2.4552 -3.5857
O 0.4206 -1.1909 -3.1591
C 0.9393 -2.7154 -4.9563
C 1.4262 -1.6366 -5.6812
C 1.9032 -1.8170 -6.9727
C 1.8905 -3.0815 -7.5413
C 1.4067 -4.1667 -6.8171
C 0.9319 -3.9879 -5.5274
C -2.0023 -2.3037 0.8479
O -1.4419 -1.2553 0.2106
H -3.6749 0.9616 2.3956
H -4.0887 -0.1240 1.0564
H -2.4605 0.5735 1.1486
H -3.7491 -3.0191 3.6348
H -3.4475 -5.3445 2.7740
H -2.2499 -5.6844 0.6219
H -1.2183 -4.9310 -1.3037
H 1.4322 -0.6552 -5.2275
H 2.2844 -0.9716 -7.5336
H 2.2576 -3.2240 -8.5520
H 1.4007 -5.1554 -7.2618
H 0.5560 -4.8248 -4.9549
C 2.9996 1.8943 4.4644
C 1.6806 2.3167 5.1187
C 0.5135 2.5238 4.1521
C -0.0170 1.2536 3.4959
N 0.8244 0.7098 2.3971
C 0.8952 0.9759 1.1019
S 1.9461 -0.0506 0.1475
N 0.2416 1.9437 0.4396
C -0.5050 3.1426 0.9081
C 0.3463 4.4079 0.8072
C 0.3676 5.0294 -0.5908
C 1.0987 4.1998 -1.6531
H 3.8217 1.9351 5.1818
H 3.2594 2.5544 3.6274
H 2.9755 0.8675 4.0828
H 1.8375 3.2535 5.6567
H 1.3885 1.5791 5.8749
H 0.8085 3.2339 3.3743
H -0.3235 2.9796 4.6914
H -1.0290 1.3707 3.1329
H -0.0686 0.4486 4.2265
H 1.4381 -0.0422 2.6508
H 0.6114 2.0445 -0.4846
H -0.8701 2.9774 1.9028
H -1.3808 3.2372 0.2678
H 1.3682 4.1703 1.1218
H -0.0397 5.1364 1.5242
H 0.8369 6.0117 -0.5179
H -0.6625 5.2107 -0.9156
H 2.0861 3.8765 -1.3031
H 1.2477 4.7710 -2.5710
H 0.5320 3.3073 -1.9554
*
```

Output
Gap between HOMO and LUMO (eV): 7.64

---

[2]
Density functional theory data (wB97M-V/def2-TZVPD) for a molecular structure, C11H25FNO12P2S2 at a distorted geometry.

The geometry in ORCA input format:
```
! RIJCOSX wB97M-V def2-TZVPD def2/J DEFGRID3
* xyz -1 1
C -0.9968 -2.3973 1.3072
C -0.6114 -2.6182 0.1629
C 0.2888 -3.0351 -1.0544
C 1.2735 -1.8978 -1.5532
C 2.0758 -1.1531 -0.4069
S 1.9214 0.6780 -0.7316
O 2.6472 0.9514 -2.0029
O 0.4754 0.9974 -0.8400
N 2.7099 1.4212 0.5644
S 2.4189 3.0657 0.6038
O 3.0225 3.7006 -0.5817
O 1.0056 3.4186 0.8060
F 3.2459 3.7555 1.9229
H -1.4401 -2.0450 2.2758
H 0.8118 -4.0275 -0.8505
H -0.4391 -3.2665 -1.9047
H 0.7851 -1.1391 -2.2485
H 2.0558 -2.4159 -2.2056
H 3.1812 -1.4020 -0.3681
H 1.6742 -1.3036 0.6365
C -1.8226 -7.3919 -1.9301
O -1.9250 -7.4864 -3.3477
P -2.5392 -6.2237 -4.1022
O -2.0076 -4.9242 -3.6769
O -4.1203 -6.3836 -3.9020
C -4.7040 -7.6686 -4.0782
O -2.3070 -6.5848 -5.6375
C -2.7158 -5.6099 -6.5909
H -1.7507 -8.4001 -1.5223
H -0.9249 -6.8330 -1.6636
H -2.7018 -6.9026 -1.5046
H -4.7039 -8.1988 -3.1243
H -4.1664 -8.2581 -4.8236
H -5.7346 -7.5380 -4.4085
H -3.8049 -5.6043 -6.6724
H -2.2891 -5.8732 -7.5583
H -2.3607 -4.6171 -6.3099
C -1.1379 7.5477 4.3933
O 0.0084 6.9699 5.0048
P 1.3623 7.8078 4.9174
O 1.2335 9.2374 5.2408
O 1.9079 7.5157 3.4475
C 1.8686 6.1731 2.9533
O 2.3429 6.9828 5.8678
C 3.6507 7.5104 6.0462
H -1.8602 6.7553 4.1983
H -1.5834 8.2808 5.0675
H -0.8782 8.0267 3.4464
H 0.9165 6.0067 2.4485
H 1.9885 5.4439 3.7559
H 2.6749 6.0393 2.2352
H 4.2458 7.3389 5.1468
H 4.1191 6.9957 6.8849
H 3.6133 8.5787 6.2673
*
```

Output
Gap between HOMO and LUMO (eV): 7.46

---

[3]
Density functional theory data (wB97M-V/def2-TZVPD) for a single C7H9N molecule at a distorted geometry.

The geometry in ORCA input format:
```
! RIJCOSX wB97M-V def2-TZVPD def2/J DEFGRID3
* xyz 0 1
C -2.0606 0.4173 -1.2331
C -1.5622 -0.3073 0.0004
C -0.3843 -1.2870 -0.0325
N 0.6732 -0.7670 -0.8397
C 1.3230 0.3654 -0.3333
C -0.8949 -0.5359 1.0989
C 1.9076 -0.0487 1.0861
C 1.2057 1.1420 0.8973
H -2.6069 -0.2664 -1.8726
H -1.1622 0.6857 -1.7937
H -2.6758 1.2822 -0.9325
H -0.6929 -2.3285 -0.1660
H 2.0258 0.6869 -1.1176
H -0.8653 -0.0368 2.0776
H 1.6135 -1.0412 1.3918
H 3.0755 -0.1012 1.2158
H 1.0805 2.1404 0.5532
*
```

Output
Gap between HOMO and LUMO (eV): 6.44

---

[4]
Density functional theory data (wB97M-V/def2-TZVPD) for 3 unconnected molecules or ions with the total composition C3H11O2S at a distorted geometry.

The geometry in ORCA input format:
```
! RIJCOSX wB97M-V def2-TZVPD def2/J DEFGRID3
* xyz -1 1
C -0.9334 -1.9650 -2.2944
C 0.3947 -1.5910 -1.6774
C 0.2476 -0.9182 -0.3182
S 0.0734 0.9148 -0.2951
H -1.4823 -2.7449 -1.7966
H -0.7258 -2.3821 -3.2937
H -1.5155 -1.1069 -2.6111
H 1.0640 -2.4546 -1.5496
H 0.9425 -0.9550 -2.3690
H 1.1446 -1.0254 0.2901
H -0.5242 -1.4547 0.2454
H -1.8062 1.5516 2.3831
H -0.5855 0.9106 1.9139
O -0.9958 1.1931 2.7607
H 1.6801 3.4627 2.3664
H 1.5022 4.7470 2.9941
O 1.5197 3.8180 3.2515
*
```

Output
Gap between HOMO and LUMO (eV): 6.28

---

[5]
Density functional theory data (wB97M-V/def2-TZVPD) for a gas-phase ion, C2H3N2OS (charge +1) at a distorted geometry.

The geometry in ORCA input format:
```
! RIJCOSX wB97M-V def2-TZVPD def2/J DEFGRID3
* xyz 1 1
C 0.2038 -0.4505 -0.0359
C -0.6477 -0.2316 1.2770
N 0.1081 -0.0575 -1.5492
N 0.9422 0.5645 -0.7750
O 1.5677 1.5584 -0.7659
S -0.4938 -0.5663 2.9230
H 0.6888 -1.3857 -0.0206
H -1.6342 0.2541 0.8907
H -0.7347 0.3146 -1.9442
*
```

Output
Gap between HOMO and LUMO (alpha / beta) (eV): 6.83 / 6.83
SMILES: O=[N+]1N[C@@H]1C=S

---

The records above give, respectively, DFT total energy values of -49385.674; -80840.819; -8885.738; -18220.514; -17970.862 eV.
The records above give, respectively, energy relative to the best compared isomer or geometry (same formula, charge and spin) values of 22.84; 0.00; 217.19; 18.43; 151.89 kcal/mol.